DFT (ωB97M-V/def2-TZVPD) results for a structure of composition C41H43N8O2SSn.

XYZ file:
```
96
Properties=species:S:1:pos:R:3:forces:R:3:lowdin_charge:R:1
Sn 0.063 -0.555 -0.084 -0.537 0.519 -0.591 1.41
C -3.137 -3.953 1.145 -0.455 0.205 0.057 -0.02
O -1.872 -4.517 0.717 0.464 -0.302 -0.063 0.08
C -1.100 -3.506 0.394 -0.445 0.380 0.378 -0.35
N -1.542 -2.323 0.587 0.950 0.590 -0.281 0.03
C -2.838 -2.449 1.300 -0.212 0.087 0.437 -0.23
C -3.932 -1.503 0.870 -0.088 0.053 -0.069 -0.20
C -5.257 -1.916 0.797 0.179 -0.029 0.026 -0.02
C -6.261 -1.006 0.499 -0.051 0.058 -0.010 -0.04
C -5.953 0.326 0.270 0.018 -0.014 -0.036 -0.05
C -4.633 0.751 0.358 0.015 0.020 -0.039 -0.06
C -3.635 -0.159 0.657 0.128 -0.135 0.092 -0.08
C 0.221 -3.782 -0.173 0.201 -0.568 0.047 -0.16
C 0.736 -5.068 -0.259 -0.034 0.137 -0.047 0.08
C 1.992 -5.235 -0.830 -0.005 0.030 -0.032 0.05
C 2.660 -4.130 -1.337 -0.173 0.045 -0.012 0.08
C 2.063 -2.881 -1.210 0.412 -0.443 -0.068 -0.17
N 0.894 -2.720 -0.605 -0.244 1.097 0.666 0.07
C 2.692 -1.670 -1.745 0.114 0.833 -0.157 -0.35
N 2.271 -0.483 -1.528 -0.705 -0.489 0.167 0.10
C 3.286 0.432 -2.107 0.226 0.262 0.068 -0.21
C 4.165 -0.524 -2.944 0.044 0.495 -0.196 -0.03
O 3.763 -1.834 -2.495 0.098 -0.615 0.296 0.07
C 2.757 1.630 -2.851 0.122 0.112 -0.192 -0.18
C 3.544 2.257 -3.815 -0.017 -0.155 0.133 -0.02
C 3.112 3.427 -4.419 0.101 0.030 -0.066 -0.04
C 1.904 4.004 -4.056 -0.069 -0.059 0.046 -0.05
C 1.114 3.384 -3.099 0.003 0.101 -0.071 -0.05
C 1.547 2.209 -2.508 -0.013 -0.217 0.186 -0.07
H -3.434 -4.448 2.065 0.045 0.021 -0.007 0.15
H -3.868 -4.166 0.363 0.098 0.015 0.007 0.14
H -2.613 -2.201 2.345 -0.018 -0.188 -0.059 0.12
H -5.528 -2.945 0.991 -0.050 -0.056 0.009 0.12
H -7.288 -1.341 0.461 -0.032 -0.001 -0.041 0.12
H -6.735 1.031 0.025 -0.038 0.015 0.044 0.12
H -4.386 1.793 0.202 -0.004 -0.006 -0.019 0.10
H -2.603 0.168 0.738 -0.129 0.096 0.076 0.04
H 0.167 -5.903 0.126 -0.030 -0.005 -0.040 0.15
H 2.436 -6.219 -0.895 0.003 -0.023 -0.001 0.14
H 3.623 -4.220 -1.820 -0.012 0.021 -0.028 0.15
H 3.859 0.821 -1.254 0.022 -0.154 -0.034 0.16
H 5.233 -0.418 -2.774 -0.048 -0.018 0.037 0.15
H 3.959 -0.456 -4.014 -0.046 -0.034 0.069 0.14
H 4.513 1.848 -4.075 0.036 0.011 -0.111 0.12
H 3.731 3.892 -5.174 0.015 0.043 0.017 0.12
H 1.587 4.934 -4.506 -0.017 -0.011 -0.061 0.12
H 0.168 3.824 -2.809 -0.016 -0.015 0.025 0.11
H 0.944 1.731 -1.749 0.132 0.102 -0.119 0.04
C -2.417 -1.861 -2.189 -0.241 -0.117 0.025 -0.05
N -1.183 -1.091 -2.395 0.328 -0.093 0.238 -0.29
C -0.285 -1.871 -3.259 0.041 -0.087 -0.257 -0.06
C -1.502 0.193 -3.032 0.101 0.215 0.058 -0.12
C -1.758 1.323 -2.064 -0.464 -0.073 -0.397 -0.24
C -2.669 2.349 -2.359 0.262 -0.079 -0.105 0.01
C -2.745 3.485 -1.569 -0.100 0.149 -0.047 -0.04
C -1.950 3.628 -0.438 0.256 -0.134 -0.028 -0.04
C -1.062 2.606 -0.092 -0.231 0.440 0.181 -0.11
C -1.047 1.537 -0.938 1.003 -1.825 1.575 -0.19
H -2.942 -2.033 -3.135 0.100 0.078 -0.013 0.12
H -3.078 -1.336 -1.502 -0.027 0.008 -0.073 0.08
H -2.169 -2.831 -1.761 -0.097 0.057 -0.151 0.08
H -0.737 -2.047 -4.241 0.027 0.041 0.025 0.12
H -0.096 -2.841 -2.800 -0.098 0.050 -0.172 0.08
H 0.660 -1.345 -3.387 -0.117 0.011 -0.098 0.09
H -2.367 0.097 -3.697 0.096 -0.068 0.005 0.15
H -0.647 0.509 -3.639 -0.020 -0.095 -0.010 0.14
H -3.287 2.242 -3.242 -0.026 0.079 -0.033 0.14
H -3.411 4.287 -1.857 -0.090 -0.052 0.062 0.13
H -1.988 4.520 0.173 -0.070 0.063 -0.045 0.12
H -0.409 2.698 0.765 -0.022 -0.048 0.019 0.10
C -0.356 3.261 4.179 0.172 0.187 0.195 -0.03
N -0.524 1.986 3.487 -0.004 0.025 0.206 -0.01
C -0.028 0.791 3.780 0.213 0.143 -0.357 -0.72
S -0.479 -0.538 2.750 -0.280 -0.584 -0.822 0.70
N 0.769 0.498 4.795 -0.058 0.036 0.090 0.00
C 1.165 1.295 5.957 -0.043 0.254 0.314 -0.02
H -1.112 3.951 3.818 -0.032 -0.043 -0.062 0.10
H 0.627 3.689 3.980 -0.013 0.001 -0.019 0.10
H -0.487 3.157 5.251 -0.086 0.010 -0.009 0.09
H -1.204 1.972 2.743 0.017 -0.105 0.000 0.10
H 0.974 -0.486 4.879 -0.002 0.008 -0.178 0.12
H 1.512 2.283 5.674 0.053 -0.050 -0.055 0.08
H 1.983 0.785 6.458 0.017 -0.059 -0.088 0.10
H 0.346 1.389 6.670 -0.010 -0.006 -0.038 0.11
N 5.258 1.782 5.376 0.015 0.005 0.004 0.23
C 4.733 1.392 4.433 0.171 0.040 0.154 -0.15
C 3.987 0.915 3.311 -0.322 -0.087 -0.334 -0.20
C 3.506 1.806 2.352 0.124 -0.044 0.134 0.03
C 2.669 1.321 1.364 -0.108 0.068 -0.164 -0.12
N 2.290 0.044 1.302 -0.437 -0.175 -0.278 -0.04
C 2.801 -0.817 2.182 -0.004 -0.122 0.026 -0.15
C 3.659 -0.436 3.196 0.119 0.086 -0.043 0.02
H 3.784 2.850 2.385 -0.042 0.043 -0.024 0.14
H 2.278 1.975 0.592 -0.004 0.083 0.033 0.12
H 2.485 -1.848 2.079 0.035 -0.031 0.099 0.11
H 4.063 -1.161 3.887 -0.039 -0.043 0.028 0.14
```
Positions in Å, forces in eV/Å.

- net charge = +3
- LUMO energy (hartree) = -0.3715
- gap between HOMO and LUMO (eV) = 5.9
- energy above the lowest of the compared OMol25 structures with the same formula, charge and spin (kcal/mol) = 34.14